Entry 1:
ORCA calculation (ωB97M-V with the def2-TZVPD basis set) on a structure of composition C21H21N8RhS2.

Output
Molar mass   552.5 g mol⁻¹
Total charge   +2
DFT total energy   -58706.2001 eV

Cartesian coordinates (Å):
Rh -0.33 -0.84 0.72
N 0.51 1.63 4.12
C 0.20 1.04 2.97
S 0.17 -0.72 2.97
N -0.06 1.81 1.94
N -0.38 1.13 0.81
C -0.66 1.78 -0.28
C -0.69 3.25 -0.37
C -1.56 3.99 0.43
C -1.59 5.37 0.32
C -0.75 6.02 -0.57
C 0.13 5.29 -1.36
C 0.15 3.90 -1.27
C -0.96 0.93 -1.45
C -1.39 1.45 -2.67
C -1.65 0.58 -3.71
C -1.49 -0.78 -3.53
C -1.07 -1.23 -2.29
N -0.82 -0.41 -1.28
H 0.69 1.09 4.95
H 0.49 2.63 4.18
H -2.21 3.48 1.13
H -2.28 5.94 0.93
H -0.77 7.10 -0.65
H 0.80 5.79 -2.05
H 0.84 3.33 -1.89
H -1.52 2.51 -2.77
H -1.99 0.96 -4.67
H -1.68 -1.49 -4.32
H -0.95 -2.29 -2.09
C 1.29 -4.83 0.44
C 0.98 -3.37 0.46
N -0.18 -2.85 0.65
N -1.32 -3.57 0.88
C -2.48 -2.91 1.16
N -3.54 -3.66 1.41
S -2.60 -1.22 1.18
C 2.05 -2.36 0.25
C 3.36 -2.71 0.00
C 4.31 -1.71 -0.16
C 3.92 -0.39 -0.06
C 2.58 -0.10 0.19
N 1.67 -1.06 0.33
H 0.48 -5.45 0.83
H 2.16 -5.03 1.06
H 1.51 -5.16 -0.57
H -1.27 -4.58 0.92
H -3.52 -4.67 1.44
H -4.42 -3.21 1.64
H 3.65 -3.75 -0.07
H 5.34 -1.96 -0.35
H 4.62 0.42 -0.16
H 2.22 0.91 0.28

Entry 2:
ORCA calculation (ωB97M-V with the def2-TZVPD basis set) on a cluster of 9 separate species, C18H54O18 in total.

Output
Molar mass   558.6 g mol⁻¹
DFT total energy   -56392.2810 eV

Cartesian coordinates (Å):
C 2.30 -3.25 -2.33
C 1.41 -2.04 -2.49
O 1.84 -0.94 -1.71
O 2.23 -3.81 -1.02
H 3.34 -2.97 -2.49
H 2.06 -3.99 -3.10
H 0.37 -2.26 -2.26
H 1.41 -1.81 -3.57
H 2.70 -0.61 -1.99
H 1.34 -4.11 -0.83
C -0.23 3.45 -3.16
C -1.19 3.92 -4.23
O -0.47 4.51 -5.32
O 0.35 4.51 -2.41
H 0.60 2.94 -3.67
H -0.71 2.75 -2.48
H -1.84 4.69 -3.79
H -1.76 3.06 -4.59
H -0.67 5.44 -5.34
H 1.11 4.86 -2.90
C 0.30 -3.42 4.45
C -0.91 -4.11 3.88
O -2.07 -3.36 4.22
O 1.42 -4.29 4.38
H 0.11 -3.24 5.51
H 0.52 -2.50 3.91
H -0.95 -5.12 4.29
H -0.82 -4.19 2.78
H -2.84 -3.86 3.94
H 1.79 -4.20 3.49
C 4.68 -5.31 2.46
C 4.08 -4.39 1.42
O 2.77 -4.02 1.83
O 4.03 -6.56 2.57
H 4.55 -4.80 3.42
H 5.75 -5.45 2.28
H 4.05 -4.87 0.44
H 4.73 -3.51 1.41
H 2.46 -3.41 1.15
H 3.99 -6.97 1.70
C -0.09 1.00 0.84
C 0.86 0.00 1.47
O 0.77 -1.26 0.84
O 0.42 1.57 -0.38
H -0.27 1.86 1.48
H -1.08 0.59 0.61
H 0.62 -0.14 2.52
H 1.87 0.40 1.33
H 1.11 -1.19 -0.07
H 0.85 0.87 -0.89
C -2.39 5.28 -0.82
C -2.25 4.02 -0.01
O -2.49 4.29 1.38
O -3.65 5.44 -1.45
H -1.62 5.26 -1.60
H -2.12 6.13 -0.18
H -1.20 3.70 -0.10
H -2.90 3.23 -0.40
H -3.04 3.60 1.76
H -4.29 5.69 -0.79
C 2.02 4.06 2.95
C 1.47 4.48 1.60
O 2.05 3.69 0.53
O 2.95 4.99 3.50
H 2.55 3.12 2.82
H 1.18 3.92 3.65
H 1.74 5.51 1.35
H 0.39 4.31 1.54
H 1.39 3.06 0.22
H 2.45 5.67 3.96
C -3.72 -1.02 0.68
C -2.92 -2.17 1.25
O -1.88 -2.68 0.43
O -4.39 -1.31 -0.52
H -3.05 -0.15 0.52
H -4.47 -0.74 1.42
H -3.62 -3.00 1.43
H -2.53 -1.93 2.24
H -1.08 -2.18 0.63
H -3.74 -1.51 -1.21
C -1.75 -0.45 -2.58
C -1.12 -0.03 -3.88
O -2.01 0.70 -4.72
O -2.68 -1.52 -2.69
H -2.23 0.43 -2.14
H -0.99 -0.79 -1.87
H -0.70 -0.87 -4.44
H -0.24 0.59 -3.68
H -2.76 0.15 -4.95
H -3.25 -1.40 -3.46

Entry 3:
ORCA calculation (ωB97M-V with the def2-TZVPD basis set) on the molecule C3H8O2.

Output
Molar mass   76.1 g mol⁻¹
DFT total energy   -7333.7260 eV

Cartesian coordinates (Å):
O 0.89 -0.74 1.32
C 1.23 -0.02 -0.19
C 0.02 0.40 -0.99
C -1.31 0.16 -0.07
O -1.34 -1.10 0.48
H 0.71 -0.09 2.02
H 1.78 -0.88 -0.57
H 1.89 0.79 0.13
H -0.11 -0.21 -1.90
H 0.02 1.47 -1.25
H -1.24 0.95 0.70
H -2.16 0.38 -0.74
H -0.36 -1.12 1.04

Entry 4:
ORCA calculation (ωB97M-V with the def2-TZVPD basis set) on the molecule C19H20N2O5S2.

Output
Molar mass   420.5 g mol⁻¹
DFT total energy   -54910.4993 eV

Cartesian coordinates (Å):
O -0.98 -4.17 -2.33
O -0.45 -5.48 -0.26
O 4.83 -1.61 -1.90
O 2.49 -1.25 -0.91
C -1.94 3.54 1.97
C -2.05 4.55 2.66
O -1.16 6.78 2.66
C -1.05 -1.50 -0.42
C -1.09 -2.76 0.08
C 2.82 -6.01 -3.39
C 3.82 -5.25 -3.89
C -1.80 2.04 -0.04
C -1.92 1.12 2.09
C -1.53 0.80 -0.60
C -1.68 -0.13 1.55
C 1.96 -5.48 -2.47
C 3.95 -3.93 -3.51
C -1.79 2.28 1.31
C -1.47 -0.27 0.19
C 2.08 -4.16 -1.95
C 3.14 -3.44 -2.45
N 1.11 -3.68 -1.03
N 2.95 -0.83 -3.41
C -3.51 6.49 3.35
C -1.65 5.72 4.79
C -2.03 5.88 3.34
S -0.48 -4.14 -0.94
S 3.37 -1.68 -2.00
H -1.37 6.82 1.71
H -0.75 -1.42 -1.48
H -1.42 -3.04 1.07
H 2.72 -7.13 -3.48
H 4.58 -5.75 -4.47
H -1.90 2.84 -0.77
H -2.04 1.34 3.10
H -1.49 0.86 -1.72
H -1.79 -0.93 2.27
H 1.25 -6.13 -2.00
H 4.70 -3.33 -4.04
H 1.24 -2.79 -0.61
H 3.75 -0.34 -3.63
H 2.78 -1.45 -4.24
H -3.51 7.37 4.00
H -4.16 5.81 3.90
H -3.80 6.84 2.39
H -2.37 4.98 5.23
H -0.62 5.30 5.06
H -1.75 6.68 5.27

no.,strongest force on any atom (eV/Å)
1,0.21
2,1.83
3,2.95
4,4.05